Below is the molecule C2H2O2S2, with properties calculated with the ωB97M-V functional and the def2-TZVPD basis.

```
8
Properties=species:S:1:pos:R:3:lowdin_charge:R:1
C -0.2548 0.5828 -0.1815 -0.628
C -0.8152 0.2068 1.1017 -0.489
O 2.1181 0.0488 -1.5592 -0.362
O 0.3079 -1.5139 -1.9661 -0.366
S 0.3877 1.5201 1.0419 0.937
S 0.9747 -0.6298 -1.0625 0.745
H -1.9070 0.4423 0.9493 0.102
H -0.8115 -0.6572 1.6764 0.060
```

Results
ΔE to the lowest compared entry with this formula, charge and spin (kcal per mole): 95.05
E_HOMO (spin up / spin down) (eV): -9.29 / -9.29
Multiplicity: 1
SMILES string: O=S(=O)=C1CS1
HOMO-LUMO gap (spin up / spin down) (eV): 7.39 / 7.39


Below is a structure of composition C73H163Br2N9O3, with properties calculated with the ωB97M-V functional and the def2-TZVPD basis.

```
250
Properties=species:S:1:pos:R:3:lowdin_charge:R:1
O -3.0545 -0.4922 -0.2474 0.103
C -2.0278 0.0383 -0.7679 -0.955
O -1.4737 -0.3141 -1.7797 0.020
O -1.7227 1.0216 -0.0475 -0.040
H -2.9340 0.3563 0.1851 0.011
C 0.8981 -3.4587 1.0371 -0.071
C 0.8027 -4.3684 2.2890 -0.228
C -0.1181 -4.0808 3.4347 -0.088
N -0.1170 -5.2134 4.5334 -0.224
C -0.8285 -6.4994 4.1691 0.038
C -0.8665 -4.8307 5.8112 -0.097
C -0.0861 -5.4682 7.0059 -0.101
C 1.3266 -5.8879 6.4574 -0.139
C 1.3748 -5.4213 5.0329 -0.089
H 0.0117 -3.3959 0.4058 0.070
H 1.6084 -3.9806 0.3959 0.065
H 1.1139 -2.4146 1.2639 0.059
H 1.7906 -4.6898 2.6191 0.100
H 0.6394 -5.3953 1.9621 0.109
H -1.1675 -4.1689 3.1533 0.134
H 0.1461 -3.1567 3.9488 0.126
H -0.6687 -7.2726 4.9206 0.133
H -0.4884 -6.7377 3.1613 0.097
H -1.8736 -6.3016 3.9308 0.113
H -1.9130 -5.1354 5.8025 0.137
H -0.7639 -3.7483 5.8881 0.099
H -0.5095 -6.3463 7.4935 0.123
H 0.0038 -4.7666 7.8352 0.118
H 1.4534 -6.9637 6.5784 0.124
H 2.1481 -5.4526 7.0264 0.127
H 1.9624 -6.0684 4.3816 0.136
H 1.8500 -4.4404 5.0251 0.129
C 1.6658 2.1789 1.3435 -0.083
C 1.8767 3.6118 0.8158 -0.189
C 3.3987 3.9452 1.0832 -0.086
N 3.7150 5.4333 0.7945 -0.230
C 2.9020 6.3012 1.7893 0.045
C 3.3762 5.9463 -0.6050 -0.090
C 4.4778 5.2590 -1.5033 -0.128
C 5.7848 5.2095 -0.6575 -0.100
C 5.2353 5.7247 0.7274 -0.079
H 2.0316 2.0204 2.3580 0.082
H 2.0459 1.3928 0.6910 0.041
H 0.6027 1.9405 1.3761 0.067
H 1.0792 4.2835 1.1334 0.095
H 1.7205 3.6148 -0.2629 0.082
H 4.0705 3.2668 0.5573 0.122
H 3.7279 3.7162 2.0968 0.130
H 1.8529 6.5038 1.5740 0.089
H 3.3682 7.2768 1.6518 0.107
H 3.0668 5.9859 2.8196 0.118
H 3.5715 7.0175 -0.6537 0.144
H 2.3487 5.7339 -0.9006 0.111
H 4.7286 5.8988 -2.3494 0.126
H 4.1507 4.2579 -1.7842 0.092
H 6.5681 5.9061 -0.9563 0.133
H 6.0911 4.1824 -0.4593 0.100
H 5.4389 6.7853 0.8750 0.141
H 5.7225 5.1913 1.5436 0.132
C -9.9856 -0.8656 -0.1988 -0.082
C -9.1001 -0.0085 -1.0792 -0.250
C -7.7531 0.3085 -0.4678 -0.136
N -7.0387 1.3614 -1.3130 -0.200
C -7.6470 2.7673 -1.2335 0.035
C -7.0025 0.8712 -2.8640 -0.046
C -5.9110 1.7501 -3.4132 -0.165
C -4.8468 1.9237 -2.3530 -0.136
C -5.5042 1.5070 -1.0079 -0.096
H -10.1384 -0.3915 0.7707 0.085
H -9.4936 -1.8098 0.0346 0.074
H -10.9858 -0.9841 -0.6156 0.094
H -9.7018 0.8709 -1.3088 0.117
H -8.9431 -0.5103 -2.0341 0.104
H -7.1267 -0.5496 -0.2242 0.122
H -7.8820 0.6445 0.5611 0.111
H -7.5823 2.9775 -0.1659 0.077
H -8.6958 2.8454 -1.5199 0.107
H -7.0973 3.4877 -1.8393 0.100
H -7.9865 1.0686 -3.2892 0.136
H -6.7531 -0.1892 -2.8268 0.122
H -6.4063 2.6790 -3.6959 0.117
H -5.5228 1.2720 -4.3125 0.122
H -4.5963 2.9784 -2.2387 0.098
H -3.9073 1.4019 -2.5348 0.106
H -5.4174 2.2020 -0.1727 0.036
H -5.2447 0.4959 -0.6943 0.099
C 3.3834 -1.3559 0.5672 -0.082
C 4.8733 -1.5231 0.2236 -0.223
C 5.8463 -1.4858 1.4703 -0.070
N 7.3616 -1.4063 1.0722 -0.260
C 7.5933 -0.3050 0.0022 0.059
C 7.8396 -2.7476 0.5754 -0.083
C 9.3809 -2.5810 0.7202 -0.140
C 9.6363 -1.5540 1.7872 -0.143
C 8.2329 -1.2325 2.3238 -0.072
H 3.1818 -1.9164 1.4800 0.072
H 2.8358 -1.8323 -0.2460 0.050
H 3.1334 -0.3033 0.7000 0.056
H 5.1238 -0.7728 -0.5262 0.093
H 4.9515 -2.5051 -0.2429 0.091
H 5.6687 -2.4607 1.9243 0.130
H 5.5721 -0.6242 2.0791 0.133
H 7.3738 -0.8141 -0.9363 0.097
H 8.6686 -0.1343 -0.0486 0.107
H 6.9599 0.5750 0.1136 0.107
H 7.4164 -2.8482 -0.4241 0.123
H 7.6357 -3.5027 1.3345 0.143
H 9.9357 -2.3462 -0.1883 0.129
H 9.7772 -3.5402 1.0532 0.129
H 10.0771 -0.6175 1.4454 0.120
H 10.3216 -1.8931 2.5641 0.140
H 8.1316 -0.1693 2.5416 0.137
H 7.8623 -1.8895 3.1108 0.145
C -0.7527 2.9026 7.9334 -0.087
C -0.8898 1.7155 6.9728 -0.229
C -2.3445 1.4719 6.4324 -0.081
N -2.4373 0.2216 5.5313 -0.225
C -2.0912 -1.0568 6.3508 0.038
C -1.5054 0.4251 4.2843 -0.083
C -2.2293 -0.2334 3.1152 -0.126
C -3.5937 -0.7760 3.7011 -0.148
C -3.8096 0.0702 4.9107 -0.118
H -1.3790 2.8839 8.8253 0.096
H -1.0943 3.8732 7.5737 0.074
H 0.2991 3.1840 7.9847 0.084
H -0.4926 0.8586 7.5170 0.098
H -0.1964 1.8093 6.1370 0.093
H -2.3767 2.3679 5.8126 0.128
H -3.1950 1.4211 7.1123 0.149
H -2.7286 -1.0052 7.2335 0.119
H -1.0265 -1.1949 6.5390 0.092
H -2.4206 -1.9796 5.8734 0.079
H -0.4899 0.1269 4.5448 0.119
H -1.5548 1.4826 4.0247 0.119
H -1.6153 -0.9638 2.5883 0.105
H -2.6516 0.5470 2.4821 0.096
H -3.5459 -1.8532 3.8605 0.092
H -4.3897 -0.7899 2.9566 0.112
H -4.4998 -0.3148 5.6613 0.152
H -4.1176 1.0890 4.6756 0.084
C 1.7133 -3.0221 -2.5964 -0.068
C 2.6720 -3.5729 -3.6048 -0.241
C 4.1457 -3.6228 -3.2023 -0.102
N 5.0513 -4.5603 -4.0914 -0.260
C 4.8969 -5.9101 -3.4823 0.021
C 6.5257 -4.2031 -4.0789 -0.105
C 7.2021 -4.9550 -5.2862 -0.103
C 6.0249 -5.1918 -6.2882 -0.098
C 4.7061 -4.5519 -5.5982 -0.028
H 1.9881 -2.0057 -2.3145 0.053
H 1.7269 -3.6809 -1.7282 0.061
H 0.6695 -3.0335 -2.9102 0.086
H 2.6235 -3.0675 -4.5694 0.100
H 2.4753 -4.6143 -3.8596 0.108
H 4.1598 -3.9493 -2.1625 0.115
H 4.5436 -2.6112 -3.2828 0.126
H 5.3176 -6.6855 -4.1225 0.124
H 3.8221 -6.0537 -3.3722 0.106
H 5.3812 -5.9418 -2.5063 0.112
H 6.9089 -4.5719 -3.1275 0.116
H 6.7468 -3.1361 -4.1091 0.128
H 7.6359 -5.9059 -4.9768 0.124
H 7.8005 -4.2615 -5.8771 0.124
H 6.0350 -6.2743 -6.4159 0.113
H 6.1066 -4.7851 -7.2962 0.123
H 3.7361 -5.0351 -5.7154 0.133
H 4.6314 -3.4909 -5.8364 0.131
C -5.7150 -3.8282 1.5108 -0.087
C -5.5155 -4.1786 0.0417 -0.226
C -4.1645 -3.7666 -0.4124 -0.147
N -4.0101 -3.8379 -1.9252 -0.186
C -4.7391 -2.7451 -2.7882 0.061
C -4.1790 -5.1309 -2.7296 -0.107
C -3.0176 -5.4564 -3.6739 -0.121
C -2.0091 -4.3226 -3.4534 -0.153
C -2.4576 -3.6631 -2.1929 -0.124
H -4.8051 -3.4758 1.9965 0.053
H -6.1974 -4.6769 1.9959 0.088
H -6.3995 -3.0035 1.7094 0.076
H -6.2722 -3.5343 -0.4061 0.112
H -5.7009 -5.2493 -0.0431 0.125
H -3.4390 -4.4350 0.0512 0.130
H -3.9309 -2.7313 -0.1639 0.116
H -5.8086 -2.9537 -2.7620 0.105
H -4.2973 -2.9530 -3.7627 0.063
H -4.4592 -1.7380 -2.4792 0.090
H -5.1929 -5.2922 -3.0956 0.144
H -4.0651 -5.8967 -1.9624 0.123
H -3.3841 -5.5652 -4.6947 0.131
H -2.6955 -6.4420 -3.3380 0.118
H -2.1419 -3.5683 -4.2290 0.075
H -1.0283 -4.7827 -3.3331 0.109
H -2.3809 -2.5785 -2.1152 0.099
H -1.8034 -3.9126 -1.3576 0.108
C 1.1886 -0.9782 -6.7772 -0.091
C 1.6200 -0.2434 -5.5064 -0.215
C 0.5213 0.7235 -4.8972 -0.098
N 1.0340 1.6014 -3.7967 -0.183
C 1.7587 0.8582 -2.6116 0.024
C -0.0776 2.5108 -3.1392 -0.081
C -0.1812 3.8468 -3.9090 -0.119
C 1.3330 4.1352 -4.0636 -0.150
C 1.9806 2.7834 -4.3059 -0.068
H 1.9973 -1.5195 -7.2683 0.077
H 0.7817 -0.2243 -7.4511 0.085
H 0.3217 -1.6332 -6.6908 0.060
H 2.5540 0.2729 -5.7279 0.106
H 1.8133 -1.0562 -4.8063 0.060
H -0.3008 0.1416 -4.4806 0.105
H 0.0774 1.3461 -5.6740 0.142
H 2.2472 1.4931 -1.8725 0.077
H 2.4655 0.1767 -3.0850 0.074
H 0.9689 0.3053 -2.1031 0.083
H 0.2889 2.6662 -2.1245 0.107
H -1.0220 1.9683 -3.1847 0.127
H -0.7612 4.5361 -3.2954 0.102
H -0.8189 3.7893 -4.7911 0.130
H 1.6371 4.7306 -3.2027 0.095
H 1.5009 4.7009 -4.9801 0.130
H 2.9763 2.7747 -3.8624 0.117
H 1.9725 2.6528 -5.3880 0.132
C -1.1170 10.4082 0.4663 -0.057
C -2.0228 9.1768 0.8383 -0.204
C -1.5794 7.9496 0.0483 -0.151
N -2.3405 6.7231 0.4644 -0.220
C -3.9087 6.9666 0.5641 0.089
C -1.9445 6.0458 1.8332 -0.093
C -2.4275 4.6545 1.6980 -0.203
C -2.2879 4.1470 0.2936 -0.132
C -1.9339 5.4758 -0.4345 -0.073
H -0.3079 10.1343 -0.2107 0.068
H -0.6368 10.7255 1.3920 0.078
H -1.7303 11.2194 0.0740 0.089
H -3.0039 9.5214 0.5115 0.112
H -2.0372 8.9709 1.9086 0.112
H -0.5162 7.7096 0.0459 0.117
H -1.8896 8.0059 -0.9951 0.141
H -4.4192 6.0051 0.5088 0.104
H -4.2239 7.5148 -0.3237 0.113
H -4.0010 7.4917 1.5148 0.111
H -2.2901 6.6058 2.7022 0.140
H -0.8608 6.1600 1.8083 0.110
H -3.4525 4.5394 2.0506 0.082
H -1.9055 4.0307 2.4236 0.117
H -3.1458 3.6011 -0.0990 0.110
H -1.3535 3.5891 0.2329 0.084
H -2.5683 5.5767 -1.3151 0.129
H -0.8596 5.5324 -0.6096 0.107
Br -3.0444 -1.0959 -6.1177 -0.650
Br -6.0167 2.5370 2.6675 -0.508
```

Results
Total charge: +6
E_HOMO (eV): -15.33
Multiplicity: 1
HOMO-LUMO gap (eV): 4.24